The following is a DFT calculation (ωB97M-V/def2-TZVPD) of a cluster of 2 separate species, C2H8N3 in total at a distorted geometry.

```
13
Properties=species:S:1:pos:R:3:forces:R:3
C 1.471 0.367 -0.018 3.104 1.048 -0.581
C -1.524 -0.724 2.706 2.351 3.198 0.110
N 0.216 -0.317 0.095 -0.065 -1.177 0.688
N 0.249 0.632 -0.737 -0.132 0.894 -0.401
N 0.293 0.079 -2.409 -0.527 -0.245 -1.428
H 1.925 1.197 0.568 -1.317 -0.470 0.152
H 2.380 -0.094 -0.528 -1.626 -0.327 0.470
H -2.196 -0.546 1.959 -1.577 1.082 -1.997
H -1.707 -1.654 3.078 0.489 -2.319 1.732
H -0.819 0.119 3.011 -1.137 -1.794 -0.106
H 1.164 -0.407 -2.636 -0.052 0.194 0.100
H 0.072 0.795 -3.093 1.003 1.252 0.272
H -0.486 -0.491 -2.703 -0.513 -1.335 0.990
```
Forces are in eV/Å.

Summary:
- Total charge: +1
- ΔE to the lowest compared entry with this formula, charge and spin: 216.19 kcal per mole
- Frontier orbital gap (spin up / spin down): 4.515 / 10.860 eV
- Total energy: -244.72308 Ha
- M: 74.1 u
- LUMO energy (spin up / spin down): -7.45 / -4.00 eV


The following is a DFT calculation (ωB97M-V/def2-TZVPD) of an isolated molecule of CH3Cl2OPS at a distorted geometry.

```
9
Properties=species:S:1:pos:R:3:forces:R:3
C -0.215 -0.290 -3.071 -1.089 -1.856 -0.458
O 1.229 0.210 2.911 0.581 1.208 -0.034
P 0.379 1.144 1.902 -0.683 0.712 -0.030
S -0.080 -0.351 0.524 -0.037 -1.022 0.661
Cl -0.545 0.449 -1.683 -1.064 2.276 0.617
Cl -1.471 1.169 3.000 0.491 0.081 -0.336
H -0.872 -1.095 -3.406 -0.361 0.528 -0.017
H 0.764 -0.607 -3.049 2.455 -0.150 -0.879
H 0.812 -0.630 2.872 -0.294 -1.777 0.475
```
Forces are in eV/Å.

Summary:
- ΔE to the lowest compared entry with this formula, charge and spin: 113.19 kcal per mole
- Frontier orbital gap (spin up / spin down): 6.986 / 7.821 eV
- Total energy: -1774.98288 Ha
- M: 165.0 u
- LUMO energy (spin up / spin down): -2.09 / -1.38 eV


The following is a DFT calculation (ωB97M-V/def2-TZVPD) of a structure of composition C17H21N6O2RhSe at a distorted geometry.

```
48
Properties=species:S:1:pos:R:3:forces:R:3
Rh 0.305 -0.479 0.504 0.761 -0.256 -0.644
O -1.217 -2.042 3.741 0.063 -0.019 0.014
C -0.987 -1.631 2.650 -0.365 0.167 -0.115
O 0.000 -0.766 2.369 0.233 -0.237 0.011
C -1.829 -1.993 1.443 0.106 -0.049 -0.007
C -2.925 -2.823 1.529 -0.007 0.010 0.024
C -3.634 -3.101 0.368 0.015 0.012 -0.007
C -3.215 -2.547 -0.835 -0.011 0.006 0.000
C -2.102 -1.729 -0.850 -0.028 0.014 0.024
N -1.426 -1.462 0.273 -0.286 0.065 0.372
H -3.194 -3.229 2.495 -0.005 -0.001 -0.001
H -4.502 -3.746 0.399 0.001 -0.004 -0.002
H -3.740 -2.746 -1.758 0.000 -0.010 0.002
H -1.734 -1.286 -1.766 -0.009 0.016 0.003
C -1.305 1.830 -2.915 -0.009 -0.021 0.000
N -0.506 1.603 -1.703 -0.001 -0.112 -0.041
C 0.615 0.704 -1.804 0.044 0.074 0.045
C -0.946 1.966 -0.475 -0.020 0.099 0.109
N -0.545 1.258 0.577 0.109 0.043 0.012
N -1.748 3.022 -0.323 -0.060 -0.095 -0.093
C -1.636 4.209 -1.184 0.002 0.003 -0.003
C -2.567 3.180 0.880 0.022 0.020 0.020
H -1.366 0.898 -3.476 0.016 0.006 -0.012
H -0.861 2.595 -3.550 -0.012 0.005 -0.002
H -2.314 2.123 -2.642 -0.003 -0.003 0.004
H 0.816 0.478 -2.849 -0.015 0.010 -0.007
H 0.405 -0.347 -1.410 -0.011 -0.026 -0.078
H 1.525 1.107 -1.368 -0.027 -0.002 -0.008
H -0.832 1.559 1.498 0.086 0.043 0.003
H -0.650 4.252 -1.641 -0.013 -0.019 -0.031
H -1.759 5.088 -0.556 0.038 0.002 0.006
H -2.403 4.228 -1.957 -0.023 0.019 0.022
H -2.039 3.736 1.657 0.004 -0.011 0.004
H -2.876 2.208 1.261 -0.011 0.000 -0.005
H -3.464 3.732 0.609 0.003 0.005 0.004
Se 3.182 1.630 1.000 0.069 0.027 0.063
N 2.335 0.061 0.734 -0.629 0.226 0.329
C 3.233 -0.913 0.766 0.033 -0.028 0.001
C 2.960 -2.304 0.636 -0.026 0.032 -0.015
C 4.005 -3.167 0.679 0.001 0.000 0.002
C 5.360 -2.719 0.851 -0.005 0.008 0.006
C 5.660 -1.409 0.988 0.010 0.008 0.001
C 4.590 -0.456 0.953 0.026 0.003 -0.004
N 4.748 0.845 1.082 -0.074 -0.003 -0.003
H 1.941 -2.672 0.525 0.004 -0.019 -0.005
H 3.823 -4.230 0.590 0.000 -0.002 0.002
H 6.145 -3.461 0.878 0.001 -0.001 -0.001
H 6.671 -1.052 1.127 0.003 -0.007 0.002
```
Forces are in eV/Å.

Summary:
- Total charge: +2
- ΔE to the lowest compared entry with this formula, charge and spin: 0.98 kcal per mole
- Frontier orbital gap: 7.089 eV
- Total energy: -3650.82790 Ha
- M: 523.3 u
- LUMO energy: -7.81 eV